1.
The following is a DFT calculation (wB97M-V/def2-TZVPD) of a molecular structure, C14H37N3O7V in a non-equilibrium geometry.

Structure (ORCA input):
```
! RIJCOSX wB97M-V def2-TZVPD def2/J DEFGRID3
* xyz -1 1
O 0.3827 2.6210 0.1608
V -0.3434 4.0346 -0.1962
O 0.3414 5.1710 0.6630
O -1.1915 4.7457 -4.4085
C -0.3314 4.6071 -5.5200
C 1.1147 4.1088 -5.5416
O 1.9886 4.4071 -4.4335
H -0.2515 5.6034 -5.9548
H -1.0011 4.0259 -6.1538
H 1.7209 4.4029 -6.3984
H 1.0889 3.0253 -5.6580
C 0.8418 -3.0986 4.5244
C 0.3310 -3.8569 5.8147
C -0.9577 -4.7449 5.4639
O -1.9336 -3.7277 5.1736
C -3.1467 -4.0507 4.5767
N 1.3147 -4.7461 6.3634
H 0.6065 -2.0439 4.6668
H 0.4579 -3.3760 3.5427
H 1.9299 -3.1420 4.4784
H 0.0701 -3.0438 6.4922
H -1.1549 -5.3487 6.3497
H -0.6735 -5.3967 4.6377
H -3.4649 -3.0547 4.2685
H -3.9664 -4.5012 5.1365
H -3.0683 -4.5024 3.5878
H 0.8548 -5.3370 7.0412
H 1.5757 -5.3757 5.6180
C 7.0570 -1.6739 -7.4467
C 6.7165 -0.7931 -6.1973
C 6.6123 -1.3966 -4.7595
O 6.2743 -0.3588 -3.8001
C 6.1761 -0.9402 -2.5322
N 7.6104 0.3686 -6.1068
H 7.0453 -1.2258 -8.4403
H 6.3648 -2.5155 -7.4221
H 8.0483 -2.0891 -7.2650
H 5.7320 -0.4453 -6.5103
H 7.5454 -1.9036 -4.5139
H 5.9830 -2.2858 -4.7959
H 7.2240 -0.9512 -2.2325
H 5.7582 -1.9440 -2.6085
H 5.6849 -0.3133 -1.7880
H 8.5621 0.0363 -6.1685
H 7.5779 0.7505 -7.0412
C -4.6156 2.3838 4.1818
C -5.3441 2.1547 2.8599
C -6.9041 2.1434 2.9134
O -7.3167 1.9219 1.6117
C -8.7786 2.0209 1.3641
N -4.9445 3.2386 1.9919
H -4.7598 3.4229 4.4777
H -3.5318 2.2946 4.1079
H -4.6972 1.6338 4.9685
H -5.0109 1.2142 2.4212
H -7.4094 3.0763 3.1631
H -7.3115 1.3049 3.4784
H -9.3968 1.2693 1.8551
H -9.0581 1.9045 0.3170
H -9.1561 2.9769 1.7267
H -5.7367 3.2420 1.3654
H -5.1352 4.0721 2.5296
*
```

The LUMO energy comes out at 0.013 Eh. The orbital gap is 3.179 eV.



2.
The following is a DFT calculation (wB97M-V/def2-TZVPD) of 2 unconnected molecules or ions with the total composition C16H20N2O5.

Structure (ORCA input):
```
! RIJCOSX wB97M-V def2-TZVPD def2/J DEFGRID3
* xyz 0 1
N 3.4091 -2.1564 0.5955
C 2.5954 -1.6541 -0.4717
O 3.0904 -1.0701 -1.3952
C 1.1064 -1.9025 -0.4142
C 0.4456 -1.3261 0.8655
C -0.7753 -0.4970 0.5733
C -1.9117 -0.9806 0.0505
C -2.1782 -2.4208 -0.2529
C -3.0420 -3.0598 0.8410
O -3.5490 -4.3330 0.4196
C -2.5983 -5.2911 0.3471
O -2.2605 -5.8033 -0.6748
C -3.0410 -0.0445 -0.2409
O -4.1440 -0.4707 -0.5177
C -2.7824 1.4102 -0.2139
C -1.6591 1.8917 0.3150
C -0.6893 0.9554 0.9161
O 0.1628 1.3453 1.6879
H 3.5712 -3.1479 0.4406
H 2.9267 -2.0580 1.4837
H 0.6404 -1.5077 -1.3142
H 0.9555 -2.9864 -0.4398
H 0.2103 -2.1003 1.5969
H 1.1540 -0.6521 1.3509
H -2.7395 -2.5018 -1.1843
H -1.2588 -2.9947 -0.3542
H -2.4629 -3.1729 1.7660
H -3.9079 -2.4402 1.0513
H -2.1310 -5.5823 1.3012
H -3.5323 2.0664 -0.6357
H -1.4467 2.9529 0.3547
C 2.7392 2.8875 -0.3326
C 2.4267 3.9368 -1.3940
C 2.0096 5.2872 -0.7955
C 0.8007 5.1526 0.0188
N -0.1471 5.0471 0.6579
H 1.8649 2.6680 0.2831
H 3.0595 1.9549 -0.7981
H 3.5396 3.2251 0.3286
H 1.6304 3.5733 -2.0467
H 3.3042 4.0970 -2.0224
H 1.8102 6.0150 -1.5827
H 2.8042 5.6877 -0.1637
*
```

The LUMO energy comes out at -0.055 Eh. The orbital gap is 8.638 eV. Its SMILES is NC(=O)CCC1=C(CCOC=O)C(=O)C=CC1=O.CCCC#N. For the energy relative to the best compared isomer or geometry (same formula, charge and spin), the calculation gives 312.6 kJ/mol.



3.
The following is a DFT calculation (wB97M-V/def2-TZVPD) of a molecular structure, C5H10NO4P in a non-equilibrium geometry.

Structure (ORCA input):
```
! RIJCOSX wB97M-V def2-TZVPD def2/J DEFGRID3
* xyz 0 1
C -1.0192 -0.9240 0.0469
C 1.0738 1.4450 -0.2459
C 2.7621 -1.8596 -0.1049
C 0.4707 -0.8506 -0.0852
C 1.2659 -1.9072 -0.0687
N -3.9524 1.2692 0.4549
O -1.7232 0.1566 0.0684
O -1.5979 -2.0579 0.1653
O -3.8553 -1.0697 -1.0794
O 0.7979 -3.1623 -0.0280
P -3.4261 -0.7923 0.3030
H 0.6413 1.6677 0.6694
H 0.4422 1.4743 -1.2045
H 2.1433 1.1795 -0.3775
H 2.9136 -0.8190 -0.4009
H 3.1705 -2.1883 0.8606
H 3.0699 -2.4448 -0.9975
H -3.0028 1.5620 0.2077
H -4.6200 1.4346 -0.3977
H -4.2511 1.7859 1.2510
H -0.1324 -3.0505 -0.0161
*
```

The LUMO energy comes out at 0.004 Eh. The orbital gap is 8.985 eV. For the energy relative to the best compared isomer or geometry (same formula, charge and spin), the calculation gives 199.5 kJ/mol.



4.
The following is a DFT calculation (wB97M-V/def2-TZVPD) of a molecular structure, C51H36F12P2Pd in a non-equilibrium geometry.

Structure (ORCA input):
```
! RIJCOSX wB97M-V def2-TZVPD def2/J DEFGRID3
* xyz 0 1
Pd 0.0080 -0.2056 0.1019
C 3.6362 -0.0919 -2.7631
C 4.5798 -0.7001 -1.7733
C 5.8518 -1.0956 -2.1635
C 6.7460 -1.6366 -1.2551
C 6.3692 -1.7975 0.0682
C 5.1041 -1.4140 0.4772
C 4.2120 -0.8531 -0.4300
P 2.5697 -0.2420 0.0920
C 2.3681 -0.8770 1.8174
C 1.8859 -2.1925 1.8156
C 1.5047 -2.8174 2.9855
C 1.5682 -2.1155 4.1793
C 2.0448 -0.8185 4.1878
C 2.4786 -0.1819 3.0276
C 3.0516 1.1993 3.1414
C 2.8932 1.5409 0.1807
C 4.1543 2.0939 0.0108
C 4.3144 3.4636 -0.1122
C 3.1927 4.2884 -0.1337
C 1.9348 3.7629 0.0369
C 1.7442 2.3809 0.2595
C 0.4639 1.8614 0.5611
H 3.9554 -0.3081 -3.7800
H 3.6033 0.9922 -2.6375
H 2.6251 -0.4814 -2.6180
H 6.1508 -0.9661 -3.1939
H 7.7341 -1.9331 -1.5795
H 7.0645 -2.2136 0.7827
H 4.8053 -1.5393 1.5093
H 1.8405 -2.7237 0.8690
H 1.1471 -3.8353 2.9623
H 1.2499 -2.5807 5.1000
H 2.0685 -0.2698 5.1193
H 3.2238 1.4449 4.1869
H 2.3733 1.9479 2.7332
H 4.0011 1.2753 2.6153
H 5.0263 1.4552 -0.0255
H 5.3051 3.8818 -0.2161
H 3.3202 5.3495 -0.2793
H 1.0740 4.4160 0.0280
H -0.3311 2.5994 0.6045
H 0.3842 1.0494 1.3452
F -8.9121 -1.4113 1.3778
C -8.4961 -0.1479 1.1887
F -9.3488 0.4115 0.3212
F -8.6788 0.4845 2.3641
C -7.0591 -0.0754 0.7473
C -6.0980 -0.7378 1.5009
C -4.7670 -0.6569 1.1311
C -4.3893 0.0883 0.0201
C -5.3615 0.7522 -0.7258
C -6.6938 0.6686 -0.3682
P -2.5848 0.2724 -0.3511
C -2.4915 -0.3460 -2.0632
C -3.4682 -1.1382 -2.6500
C -3.2303 -1.7398 -3.8750
C -2.0160 -1.5422 -4.5202
C -1.0349 -0.7384 -3.9483
C -1.2742 -0.1480 -2.7232
C -1.7353 -2.2826 -5.7989
F -2.8274 -2.4109 -6.5704
F -0.7997 -1.6883 -6.5544
F -1.2901 -3.5316 -5.5680
C -2.6199 2.0961 -0.5785
C -2.4223 2.7617 -1.7839
C -2.3233 4.1408 -1.8028
C -2.4296 4.8596 -0.6176
C -2.6807 4.2095 0.5850
C -2.7732 2.8331 0.5958
C -2.2006 6.3440 -0.6461
F -0.9174 6.6407 -0.9382
F -2.4592 6.9400 0.5247
F -2.9430 6.9701 -1.5722
H -6.3970 -1.3064 2.3691
H -4.0113 -1.1693 1.7123
H -5.0723 1.3384 -1.5871
H -7.4466 1.1788 -0.9494
H -4.3958 -1.3263 -2.1327
H -3.9780 -2.3822 -4.3167
H -0.0921 -0.5962 -4.4529
H -0.4957 0.4544 -2.2386
H -2.3356 2.2095 -2.7093
H -2.1642 4.6612 -2.7352
H -2.7713 4.7733 1.4990
H -2.9364 2.3089 1.5273
F -1.7842 -9.1378 -2.7694
C -2.7664 -8.3123 -2.3580
F -3.6702 -8.2755 -3.3477
F -3.3657 -8.9477 -1.3273
C -2.2597 -6.9575 -1.9729
C -1.2401 -6.8671 -1.0303
C -0.7462 -5.6317 -0.6684
C -1.2722 -4.4688 -1.2382
C -2.3214 -4.5769 -2.1553
C -2.8138 -5.8089 -2.5255
C -0.7840 -3.1858 -0.8937
C -0.3980 -2.0695 -0.6052
H -0.8450 -7.7666 -0.5814
H 0.0517 -5.5642 0.0561
H -2.7385 -3.6738 -2.5680
H -3.6275 -5.8794 -3.2305
*
```

The LUMO energy (alpha / beta) comes out at -0.065 / -0.039 Eh. The orbital gap (alpha / beta) is 5.340 / 6.465 eV.



5.
The following is a DFT calculation (wB97M-V/def2-TZVPD) of 2 unconnected molecules or ions with the total composition C4H10N2O2 in a non-equilibrium geometry.

Structure (ORCA input):
```
! RIJCOSX wB97M-V def2-TZVPD def2/J DEFGRID3
* xyz 0 1
C 1.5825 -0.1126 -0.2374
C 0.4917 -0.5363 -1.1805
C -1.5407 -0.0656 0.2080
C -1.2472 1.1706 -0.5388
H 2.2879 1.4003 0.8764
H 1.2005 1.9336 -0.3897
H 0.8768 -1.1861 -1.8715
H -0.0711 0.2090 -1.7435
H -0.1947 -1.2005 -0.6208
H -1.0595 -0.7246 2.1793
H -0.4110 0.7541 1.6729
H -1.3207 1.0180 -1.5679
H -0.2530 1.5864 -0.3817
H -2.1445 1.7870 -0.3388
N 1.5070 1.0929 0.2814
N -0.7996 -0.1073 1.3606
O 2.3184 -0.9647 0.2976
O -2.2660 -0.9370 -0.1498
*
```

The LUMO energy comes out at 0.017 Eh. The orbital gap is 10.219 eV. Its SMILES is CC(N)=O.CC(N)=O. For the energy relative to the best compared isomer or geometry (same formula, charge and spin), the calculation gives 295.0 kJ/mol.



6.
The following is a DFT calculation (wB97M-V/def2-TZVPD) of a gas-phase ion, C4H9N2 (charge +1) in a non-equilibrium geometry.

Structure (ORCA input):
```
! RIJCOSX wB97M-V def2-TZVPD def2/J DEFGRID3
* xyz 1 1
C 0.7707 -0.6492 -0.4804
C 1.9298 1.2912 0.7204
C -0.8700 -0.4829 -0.5176
C 1.5584 0.5950 -0.4035
N -2.6854 -0.4780 0.9914
N -1.8526 0.1329 0.3424
H 1.1237 -1.0842 -1.3730
H 1.4582 1.0162 1.6844
H -1.8494 1.0702 0.6648
H 2.6926 2.0563 0.8035
H -1.2124 -1.5559 -0.5254
H -1.2030 -0.0670 -1.4763
H 0.9070 -1.3790 0.2772
H 2.0119 0.9538 -1.3401
H -2.7795 -1.4194 0.6322
*
```

The LUMO energy comes out at -0.238 Eh. The orbital gap is 7.170 eV. Its SMILES is [H]/N=[NH+]\CCC=C. For the energy relative to the best compared isomer or geometry (same formula, charge and spin), the calculation gives 460.3 kJ/mol.